A.
Density functional theory data (ωB97M-V/def2-TZVPD) for a single C3H11N2PS molecule.

Atoms and positions in Å:
C: 0.67 -0.79 -2.17
C: -1.47 1.85 0.71
C: 0.98 -1.61 1.24
N: -0.29 -0.27 -1.23
N: -1.14 0.45 0.98
P: 0.34 0.13 0.30
S: 1.63 1.62 0.70
H: 1.56 -0.13 -2.31
H: 1.10 -1.59 -1.58
H: 0.16 -1.15 -3.07
H: -0.66 2.47 1.12
H: -1.41 1.91 -0.39
H: -2.45 2.17 1.13
H: 1.13 -1.30 2.22
H: 0.29 -2.38 1.32
H: 1.85 -1.95 0.71
H: -1.12 0.23 -1.69
H: -1.16 0.33 2.01

Kohn-Sham gap, eV: 9.17
LUMO energy, Ha: 0.0274
Spin multiplicity: 1

---

B.
Density functional theory data (ωB97M-V/def2-TZVPD) for a single C3H11N2PS molecule.

Atoms and positions in Å:
C: -1.93 1.20 -1.62
C: 0.60 0.77 2.93
C: 1.41 -2.66 -1.18
N: -1.03 1.32 -0.47
N: 0.11 1.13 1.64
P: -0.79 0.13 0.60
S: 1.21 -0.96 -0.32
H: -1.88 0.51 -2.38
H: -2.91 1.26 -1.13
H: -1.79 2.19 -2.16
H: 0.34 1.40 3.78
H: 0.19 -0.19 3.07
H: 1.74 0.72 2.97
H: 0.67 -3.37 -0.64
H: 1.19 -2.62 -2.24
H: 2.45 -2.83 -1.19
H: -0.20 1.61 -0.92
H: 0.26 2.11 1.33

Kohn-Sham gap, eV: 8.75
LUMO energy, Ha: 0.0312
Spin multiplicity: 1

---

Of them, B has the lowest stability.

---

A.
Density functional theory data (ωB97M-V/def2-TZVPD) for 6 unconnected molecules or ions with the total composition C6H23NO7.

Atoms and positions in Å:
C: 1.34 0.03 2.83
O: 0.86 -1.06 1.97
H: 2.06 0.69 2.31
H: 0.50 0.65 3.15
H: 1.82 -0.48 3.66
H: 1.45 -1.79 2.16
C: 2.71 3.80 -0.89
O: 2.11 4.36 0.25
H: 2.02 3.68 -1.74
H: 3.56 4.40 -1.26
H: 3.08 2.79 -0.66
H: 1.76 5.21 -0.02
C: -2.75 -0.07 -2.29
O: -4.00 -0.54 -2.61
H: -2.15 -0.84 -1.81
H: -2.23 0.22 -3.22
H: -2.77 0.82 -1.66
H: -4.41 -0.89 -1.83
C: -2.33 -1.89 3.04
O: -3.32 -2.75 2.52
H: -2.13 -1.16 2.27
H: -2.75 -1.32 3.88
H: -1.38 -2.37 3.36
H: -3.61 -3.33 3.24
C: 0.13 1.16 -0.75
O: -0.60 0.26 0.02
H: 0.77 1.61 0.00
H: 0.69 0.91 -1.66
H: -0.51 1.99 -1.05
H: 0.04 -0.22 0.58
C: 1.68 -2.17 -1.38
N: 1.15 -1.79 -2.73
O: 1.66 -0.86 -3.29
O: 0.18 -2.41 -3.15
H: 1.21 -1.50 -0.67
H: 2.75 -1.96 -1.42
H: 1.40 -3.21 -1.17

Kohn-Sham gap, eV: 9.77
LUMO energy, Ha: 0.0058
Spin multiplicity: 1

---

B.
Density functional theory data (ωB97M-V/def2-TZVPD) for 7 unconnected molecules or ions with the total composition C6H23NO7.

Atoms and positions in Å:
O: -4.29 2.02 -0.24
C: -3.59 1.23 -0.81
C: -2.08 1.51 -0.96
C: -1.33 0.83 0.20
C: -0.79 -0.57 -0.13
N: 2.45 -1.72 -1.84
C: 1.46 -1.32 -0.89
C: 0.29 -0.76 -1.17
H: -3.90 0.30 -1.30
H: -2.09 2.60 -0.94
H: -1.77 1.18 -1.96
H: -2.08 0.65 0.97
H: -0.50 1.43 0.57
H: -1.63 -1.19 -0.49
H: -0.60 -1.01 0.85
H: 3.31 -1.26 -1.59
H: 2.19 -1.35 -2.75
H: 1.60 -1.73 0.10
H: -0.16 -0.55 -2.14
H: -0.76 -2.96 2.25
H: -0.04 -4.24 1.87
O: -0.67 -3.59 1.53
H: 2.16 -3.71 -1.16
H: 0.92 -4.05 -1.94
O: 1.54 -4.44 -1.31
H: 0.54 3.42 -1.18
H: 0.50 4.26 0.16
O: 1.05 3.93 -0.56
H: 1.66 -0.61 1.79
H: 0.30 -0.82 2.70
O: 1.05 -1.20 2.26
H: 2.68 0.77 0.53
H: 3.37 1.24 1.84
O: 3.08 0.50 1.32
H: -1.56 3.05 1.62
H: -1.41 4.42 1.16
O: -0.89 3.75 1.64

Kohn-Sham gap, eV: 9.30
LUMO energy, Ha: 0.0089
Spin multiplicity: 1

---

Of them, A has the lowest stability.

---

A.
Density functional theory data (ωB97M-V/def2-TZVPD) for a single C3H7ClFN molecule.

Atoms and positions in Å:
C: 1.55 0.00 -0.60
C: -0.43 0.62 0.51
C: -1.49 -0.46 0.15
H: 1.25 -0.92 -1.15
H: 2.65 -0.05 -0.51
H: 1.41 0.88 -1.25
H: 1.06 -0.53 1.29
H: -0.57 1.50 -0.15
H: -0.76 0.92 1.52
H: -1.32 -1.44 0.63
N: 0.92 0.22 0.63
F: -2.69 0.09 0.54
Cl: -1.60 -0.83 -1.62

Kohn-Sham gap, eV: 10.10
LUMO energy, Ha: 0.0358
Spin multiplicity: 1

---

B.
Density functional theory data (ωB97M-V/def2-TZVPD) for a single C3H7ClFN molecule.

Atoms and positions in Å:
C: 0.75 -0.15 1.53
C: 0.28 0.03 -0.97
C: -1.29 -0.04 -1.03
H: -0.20 0.16 1.89
H: 1.50 0.21 2.19
H: 1.01 -1.23 1.59
H: 0.91 1.55 0.31
H: 0.71 -0.96 -1.19
H: 0.65 0.72 -1.66
H: -1.69 0.93 -0.72
N: 0.95 0.46 0.24
F: -1.70 -0.34 -2.27
Cl: -1.90 -1.34 0.09

Kohn-Sham gap, eV: 9.87
LUMO energy, Ha: 0.0343
Spin multiplicity: 1

---

Of them, B has the lowest stability.

---

A.
Density functional theory data (ωB97M-V/def2-TZVPD) for 2 unconnected molecules or ions with the total composition C2H10N2O.

Atoms and positions in Å:
C: -0.43 2.24 -0.65
N: -0.83 1.25 0.38
C: -0.91 -0.12 0.19
N: -0.75 -0.89 1.56
H: -0.60 3.30 -0.38
H: 0.65 1.88 -0.84
H: -0.94 2.21 -1.54
H: -0.18 1.34 1.14
H: -0.22 -0.55 -0.48
H: -1.97 -0.37 -0.17
H: -0.02 -0.49 2.22
H: -1.52 -0.45 2.02
H: 2.80 -3.43 -1.81
H: 2.01 -3.00 -0.61
O: 2.93 -2.93 -1.02

Kohn-Sham gap, eV: 9.69
LUMO energy, Ha: 0.0324
Spin multiplicity: 1

---

B.
Density functional theory data (ωB97M-V/def2-TZVPD) for 2 unconnected molecules or ions with the total composition C2H10N2O.

Atoms and positions in Å:
C: -1.02 -1.35 0.88
N: -0.21 -0.40 -0.03
C: -0.81 -0.08 -1.43
N: -0.76 1.36 -1.45
H: -1.42 -2.26 0.35
H: -1.96 -0.95 1.32
H: -0.38 -1.74 1.71
H: 0.76 -0.80 -0.26
H: -0.32 -0.65 -2.14
H: -1.88 -0.43 -1.34
H: -0.87 1.74 -2.39
H: 0.12 1.69 -0.93
H: 3.52 1.36 2.43
H: 2.24 0.96 1.67
O: 2.99 1.55 1.62

Kohn-Sham gap, eV: 9.96
LUMO energy, Ha: 0.0323
Spin multiplicity: 1

---

Of them, A has the lowest stability.

---

A.
Density functional theory data (ωB97M-V/def2-TZVPD) for a gas-phase ion, C2H6NO (charge +1).

Atoms and positions in Å:
O: 1.69 0.75 0.33
C: 0.60 0.95 0.78
C: -0.60 0.21 0.18
N: -0.04 -0.86 -0.71
H: 0.42 1.64 1.62
H: -1.19 -0.25 0.97
H: -1.19 0.87 -0.44
H: 0.19 -1.69 -0.17
H: -0.71 -1.11 -1.43
H: 0.83 -0.51 -1.14

Kohn-Sham gap, eV: 11.49
LUMO energy, Ha: -0.1516
Spin multiplicity: 1
Charge: +1

---

B.
Density functional theory data (ωB97M-V/def2-TZVPD) for a molecular structure, C2H6NO.

Atoms and positions in Å:
C: 0.50 -0.52 1.32
C: -0.05 0.52 -1.22
N: -0.70 -0.20 -0.13
O: -1.81 -0.30 0.02
H: 1.18 -1.32 1.04
H: -0.22 -0.75 2.21
H: 1.04 0.47 1.38
H: -0.02 -0.02 -2.18
H: 0.92 0.95 -0.91
H: -0.84 1.18 -1.54

Kohn-Sham gap, eV: 10.05
LUMO energy, Ha: -0.2464
Spin multiplicity: 1
Charge: +1

---

C.
Density functional theory data (ωB97M-V/def2-TZVPD) for a molecular structure, C2H6NO.

Atoms and positions in Å:
C: -0.32 -0.98 0.03
C: -0.42 1.03 0.01
N: 0.79 0.06 -0.06
O: -1.32 -0.08 -0.19
H: -0.18 -1.84 -0.97
H: -0.29 -1.25 1.09
H: -0.51 1.47 1.00
H: -0.43 1.70 -0.78
H: 1.27 -0.06 0.74
H: 1.41 -0.06 -0.87

Kohn-Sham gap, eV: 12.00
LUMO energy, Ha: -0.1507
Spin multiplicity: 1
Charge: +1

---

Of them, B has the lowest stability.

---

A.
Density functional theory data (ωB97M-V/def2-TZVPD) for a gas-phase ion, C3H4N3 (charge +1).

Atoms and positions in Å:
C: -0.42 -1.40 0.45
C: -0.54 -2.90 0.38
C: 0.34 2.28 -0.24
N: 0.43 -2.76 -0.30
N: -0.04 -0.29 0.14
N: -0.13 0.94 0.11
H: -1.17 -3.62 1.05
H: 0.90 2.07 -1.25
H: 1.09 2.80 0.34
H: -0.45 2.90 -0.68

Kohn-Sham gap (alpha / beta), eV: 7.41 / 7.41
LUMO energy (alpha / beta), Ha: -0.2584 / -0.2584
Spin multiplicity: 1
Charge: +1

---

B.
Density functional theory data (ωB97M-V/def2-TZVPD) for a gas-phase ion, C3H4N3 (charge +1).

Atoms and positions in Å:
C: 1.08 0.80 -0.05
C: -0.53 -1.04 0.12
C: -0.35 1.58 -0.10
N: -0.21 0.27 0.27
N: 2.00 0.10 -0.17
N: 0.34 -1.89 -0.12
H: -1.64 -1.27 0.39
H: -0.38 2.34 0.83
H: -0.58 2.01 -1.13
H: 0.27 -2.90 -0.04

Kohn-Sham gap (alpha / beta), eV: 8.16 / 8.16
LUMO energy (alpha / beta), Ha: -0.2823 / -0.2823
Spin multiplicity: 1
Charge: +1

---

C.
Density functional theory data (ωB97M-V/def2-TZVPD) for a gas-phase ion, C3H4N3 (charge +1).

Atoms and positions in Å:
C: -2.03 0.95 0.67
C: -1.46 -1.42 -0.32
C: 1.51 0.47 0.07
N: -0.41 -0.87 -0.42
N: -0.91 0.94 0.32
N: 0.11 0.32 -0.24
H: -2.39 -1.96 -0.52
H: 1.93 -0.32 0.85
H: 2.09 0.44 -0.82
H: 1.56 1.44 0.41

Kohn-Sham gap, eV: 8.55
LUMO energy, Ha: -0.2649
Spin multiplicity: 1
Charge: +1

---

Of them, A has the lowest stability.

---

A.
Density functional theory data (ωB97M-V/def2-TZVPD) for 3 unconnected molecules or ions with the total composition H4IO2.

Atoms and positions in Å:
I: -0.11 0.16 0.04
O: 3.35 0.56 1.00
H: 2.45 0.50 0.64
H: 3.51 1.51 1.05
O: -3.44 -0.79 -1.03
H: -2.61 -0.28 -0.95
H: -3.15 -1.67 -0.75

Kohn-Sham gap, eV: 7.66
LUMO energy, Ha: 0.1341
Spin multiplicity: 1
Charge: -1

---

B.
Density functional theory data (ωB97M-V/def2-TZVPD) for 3 unconnected molecules or ions with the total composition H4IO2.

Atoms and positions in Å:
I: 10.96 -8.38 1.52
O: 11.97 -12.45 -3.41
H: 12.79 -12.13 -3.79
H: 12.07 -12.33 -2.47
O: 5.73 -8.03 -1.34
H: 5.83 -8.97 -1.52
H: 6.53 -7.78 -0.88

Kohn-Sham gap, eV: 6.58
LUMO energy, Ha: 0.1174
Spin multiplicity: 1
Charge: -1

---

Of them, B has the lowest stability.

---

A.
Density functional theory data (ωB97M-V/def2-TZVPD) for a single C6H9NS molecule.

Atoms and positions in Å:
C: 0.68 2.09 -0.62
C: 0.09 -0.22 -0.06
C: 0.27 -1.71 -0.28
C: 1.36 -0.86 0.35
C: -1.12 0.09 0.80
C: -2.37 -0.47 0.03
H: 0.78 2.98 -1.28
H: -0.08 2.44 0.19
H: 1.70 1.74 -0.22
H: -0.30 -2.44 0.40
H: 0.44 -2.05 -1.31
H: 1.32 -1.04 1.52
H: 2.38 -0.84 -0.18
H: -1.10 1.17 0.92
H: -1.05 -0.43 1.86
N: -3.21 -1.11 -0.49
S: 0.20 0.68 -1.63

Kohn-Sham gap, eV: 9.66
LUMO energy, Ha: 0.0225
Spin multiplicity: 1

---

B.
Density functional theory data (ωB97M-V/def2-TZVPD) for a single C6H9NS molecule.

Atoms and positions in Å:
C: 2.47 0.73 0.30
C: 1.37 0.20 -0.27
C: -0.69 -1.76 0.21
C: -1.72 -0.63 -0.10
C: -0.88 0.59 0.22
C: 0.14 0.85 -0.79
H: 2.62 1.80 0.31
H: 3.28 0.07 0.63
H: -0.48 -1.87 1.30
H: -1.03 -2.70 -0.22
H: -2.06 -0.63 -1.15
H: -2.67 -0.68 0.50
H: -0.55 0.54 1.25
H: -0.20 2.59 0.33
H: -0.06 0.57 -1.80
N: -0.65 1.97 -0.30
S: 1.10 -1.63 -0.40

Kohn-Sham gap, eV: 9.47
LUMO energy, Ha: 0.0342
Spin multiplicity: 1

---

Of them, B has the lowest stability.

---

A.
Density functional theory data (ωB97M-V/def2-TZVPD) for a single C6H9NS molecule.

Atoms and positions in Å:
C: -3.30 -0.03 -0.02
C: -1.89 0.45 -0.07
C: -0.72 -0.23 -0.23
C: 0.53 0.42 -0.26
C: 1.69 -0.54 -0.30
C: 2.80 -0.36 0.67
H: -3.40 -1.04 -0.24
H: -3.77 0.11 1.00
H: -3.97 0.55 -0.61
H: -1.74 1.53 0.06
H: -0.68 -1.34 -0.33
H: 1.46 -1.59 -0.52
H: 2.77 0.51 1.35
H: 3.28 -1.27 1.07
H: 2.94 0.92 -0.82
N: 3.04 -0.10 -0.70
S: 0.95 2.01 -0.06

Kohn-Sham gap, eV: 7.91
LUMO energy, Ha: -0.0303
Spin multiplicity: 1

---

B.
Density functional theory data (ωB97M-V/def2-TZVPD) for a single C6H9NS molecule.

Atoms and positions in Å:
C: -2.09 0.06 -0.16
C: -0.93 -0.68 0.68
C: -0.48 -1.98 -0.07
C: 1.51 -0.27 -0.06
C: 1.89 1.03 0.31
C: 1.35 2.08 -0.21
H: -3.27 0.16 0.30
H: -2.23 -0.29 -1.24
H: -1.83 1.27 -0.54
H: -0.75 -0.47 1.63
H: -1.01 -2.20 -0.94
H: 0.09 -2.92 0.29
H: 2.69 1.00 1.04
H: 1.51 3.30 -0.02
H: 0.44 1.91 -0.72
N: 0.30 -0.69 -0.19
S: 2.81 -1.30 -0.10

Kohn-Sham gap, eV: 8.28
LUMO energy, Ha: 0.0101
Spin multiplicity: 1

---

C.
Density functional theory data (ωB97M-V/def2-TZVPD) for a single C6H9NS molecule.

Atoms and positions in Å:
C: -1.74 1.72 0.02
C: 0.19 -2.62 0.04
C: -0.71 -1.67 0.09
C: -0.88 -0.69 -0.86
C: 0.39 1.02 0.60
C: 1.70 1.35 0.02
N: -0.65 1.82 0.60
S: -2.27 0.38 -0.90
H: -2.56 2.32 0.33
H: 0.34 -3.42 0.84
H: 0.98 -2.67 -0.84
H: -1.17 -1.41 0.98
H: -0.17 -0.76 -1.78
H: 0.35 0.12 1.25
H: 2.23 2.06 0.70
H: 1.74 2.04 -0.89
H: 2.22 0.40 -0.19

Kohn-Sham gap (alpha / beta), eV: 7.09 / 7.09
LUMO energy (alpha / beta), Ha: 0.0056 / 0.0057
Spin multiplicity: 1

---

Of them, B has the lowest stability.

---

A.
Density functional theory data (ωB97M-V/def2-TZVPD) for 3 unconnected molecules or ions with the total composition C12H15N3.

Atoms and positions in Å:
N: 2.10 -0.27 -1.74
C: 1.72 -0.01 -3.02
C: 1.82 1.34 -3.24
C: 2.26 1.91 -2.02
C: 2.45 0.90 -1.13
H: 2.23 -1.19 -1.36
H: 1.36 -0.77 -3.69
H: 1.48 1.84 -4.13
H: 2.50 2.93 -1.73
H: 2.73 0.92 -0.08
N: -2.24 0.26 -0.61
C: -2.94 1.43 -0.39
C: -2.03 2.44 -0.37
C: -0.72 1.88 -0.43
C: -0.91 0.54 -0.63
H: -2.64 -0.66 -0.58
H: -4.01 1.41 -0.50
H: -2.31 3.48 -0.28
H: 0.20 2.41 -0.31
H: -0.13 -0.20 -0.64
N: 0.83 -1.94 2.89
C: -0.04 -0.93 2.60
C: -1.29 -1.45 2.42
C: -1.18 -2.85 2.65
C: 0.12 -3.12 2.99
H: 1.83 -1.89 2.85
H: 0.38 0.05 2.46
H: -2.14 -0.82 2.20
H: -1.96 -3.58 2.54
H: 0.55 -4.06 3.28

Kohn-Sham gap, eV: 8.55
LUMO energy, Ha: 0.0213
Spin multiplicity: 1

---

B.
Density functional theory data (ωB97M-V/def2-TZVPD) for a molecular structure, C12H15N3.

Atoms and positions in Å:
N: 18.56 26.47 -26.44
C: 19.78 25.82 -26.32
C: 19.48 24.58 -25.65
C: 18.07 24.59 -25.42
C: 17.52 25.79 -25.96
H: 18.55 27.41 -26.81
H: 20.70 26.29 -26.61
H: 20.13 23.81 -25.26
H: 17.52 23.89 -24.80
H: 16.50 26.15 -25.91
N: 15.77 25.27 -22.33
C: 15.23 25.64 -23.53
C: 14.44 26.76 -23.35
C: 14.67 27.27 -22.11
C: 15.50 26.28 -21.43
H: 16.40 24.50 -22.15
H: 15.24 24.94 -24.35
H: 13.89 27.41 -24.02
H: 14.34 28.20 -21.68
H: 16.03 26.20 -20.50
N: 16.06 22.62 -22.04
C: 16.38 23.49 -21.05
C: 17.40 24.30 -21.52
C: 17.62 24.00 -22.86
C: 16.78 23.03 -23.21
H: 15.59 21.73 -22.01
H: 15.91 23.35 -20.09
H: 17.76 25.19 -21.02
H: 18.34 24.52 -23.47
H: 16.64 22.59 -24.18

Kohn-Sham gap, eV: 8.13
LUMO energy, Ha: 0.0285
Spin multiplicity: 1

---

Of them, B has the lowest stability.

---

A.
Density functional theory data (ωB97M-V/def2-TZVPD) for a single CH6OSi2 molecule.

Atoms and positions in Å:
C: -0.76 0.25 -1.81
O: 0.19 -0.93 -1.58
Si: 0.76 0.32 1.62
Si: -0.45 -0.59 -0.09
H: -1.47 -0.22 -2.54
H: 1.64 -0.70 2.57
H: 1.74 1.29 1.07
H: 0.25 0.82 2.94
H: -1.57 -1.52 0.09
H: -0.34 1.26 -2.26

Kohn-Sham gap, eV: 9.49
LUMO energy, Ha: -0.0043
Spin multiplicity: 1

---

B.
Density functional theory data (ωB97M-V/def2-TZVPD) for a molecular structure, CH6OSi2.

Atoms and positions in Å:
C: 0.18 0.30 -1.37
O: -1.69 -0.02 1.30
Si: -0.17 -0.88 -0.09
Si: -1.43 0.89 2.47
H: 1.21 0.81 -1.44
H: -0.37 0.04 -2.27
H: 0.53 -0.83 1.21
H: -1.04 -2.04 -0.40
H: -1.10 2.26 2.53
H: -1.47 0.08 3.83

Kohn-Sham gap, eV: 5.60
LUMO energy, Ha: -0.0505
Spin multiplicity: 1

---

Of them, B has the lowest stability.